C39H104AsF6O39S13 as an isolated structure in a non-equilibrium geometry. Source: the OMol25 dataset; level of theory: ωB97M-V/def2-TZVPD.

E in eV: -339979.438
Charge: -1
LUMO level in eV: 1.46

The geometry in XYZ format:
```
202
Properties=species:S:1:pos:R:3:forces:R:3:mulliken_charge:R:1
As 1.112 -0.223 -0.094 0.6 -0.8 -0.9 1.938
F -0.609 0.028 0.285 1.3 0.1 0.1 -0.464
F 1.524 1.479 0.183 -0.5 -1.0 -0.4 -0.252
F 2.844 -0.492 -0.665 -2.2 0.0 1.0 -0.444
F 0.685 -1.995 -0.271 0.9 1.9 0.1 -0.563
F 0.681 0.070 -1.826 0.5 -0.1 1.6 -0.399
F 1.581 -0.520 1.621 -0.4 0.0 -1.7 -0.458
O -0.937 -8.701 -0.235 -0.5 1.2 -1.3 -0.618
S -1.287 -8.269 -1.572 0.6 1.4 -1.6 1.172
O -2.543 -7.609 -1.961 2.0 -1.1 1.3 -0.563
O 0.000 -7.283 -2.160 -1.8 -1.9 1.2 -0.329
C -0.160 -6.710 -3.470 -0.1 0.8 -1.4 -0.273
C 0.884 -7.238 -4.473 1.5 -0.6 2.4 -1.066
C -1.029 -9.665 -2.629 -0.1 0.4 -0.3 -0.958
H 0.083 -5.661 -3.299 -0.4 0.1 -0.2 0.322
H -1.164 -6.795 -3.887 -0.2 0.0 0.6 0.401
H 0.997 -6.909 -5.506 -0.8 0.2 0.3 0.359
H 1.049 -8.308 -4.345 -0.7 -0.4 -0.6 0.306
H 1.779 -6.937 -3.929 0.6 0.4 -0.5 0.254
H 0.033 -9.893 -2.537 -0.3 -0.4 0.1 0.326
H -1.238 -9.357 -3.654 0.0 0.0 0.1 0.295
H -1.733 -10.441 -2.331 0.3 -0.1 0.1 0.370
O -5.720 2.247 -0.457 1.2 -0.3 -1.0 -0.692
S -4.452 1.692 -0.878 1.2 0.5 1.5 1.063
O -4.229 1.182 -2.213 -0.2 0.2 0.6 -0.336
O -3.286 2.839 -0.565 -2.6 -1.0 0.1 -0.407
C -2.102 3.014 -1.360 -0.8 0.0 0.0 1.025
C -1.186 3.776 -0.466 1.5 -0.5 0.5 0.009
C -4.015 0.508 0.447 0.0 0.3 0.4 -0.634
H -2.319 3.671 -2.202 -0.2 -0.5 -0.4 -0.250
H -1.790 2.015 -1.666 0.5 0.3 -0.2 -0.111
H -1.263 3.450 0.572 -0.3 0.1 0.0 -0.638
H -1.303 4.858 -0.517 -0.1 -0.1 -0.1 0.725
H -0.170 3.485 -0.732 0.2 0.4 -0.1 -0.555
H -4.477 -0.478 0.386 -0.2 0.2 -0.6 0.494
H -4.394 0.971 1.359 -0.2 0.2 -0.1 0.326
H -2.949 0.389 0.639 0.1 0.1 -0.7 -0.092
O 4.792 -2.539 6.292 -1.8 0.5 -2.7 -0.638
S 4.005 -2.090 5.125 -1.0 0.5 1.6 0.938
O 4.583 -1.193 4.157 0.1 -0.8 0.1 -0.476
O 3.331 -3.402 4.397 2.4 0.4 1.3 -0.442
C 2.641 -3.331 3.153 -1.9 -0.9 -0.5 0.732
C 2.477 -4.779 2.507 0.9 1.3 1.1 -1.210
C 2.403 -1.260 5.636 0.8 -1.4 -0.4 -0.277
H 2.961 -2.542 2.471 0.6 -0.2 0.1 0.161
H 1.643 -3.065 3.502 -0.3 0.3 -0.6 -0.173
H 1.821 -5.349 3.165 -0.2 0.0 -0.3 0.415
H 3.428 -5.312 2.491 0.1 0.1 -0.1 0.451
H 2.102 -4.726 1.485 -0.2 0.2 0.2 0.056
H 1.808 -2.056 6.084 0.1 0.1 0.3 0.455
H 1.936 -1.019 4.681 0.1 0.3 0.1 -0.345
H 2.513 -0.403 6.300 0.3 -0.2 -0.2 0.387
O -2.337 4.459 2.747 -1.6 -2.5 0.7 -0.353
S -3.222 3.486 3.436 1.1 1.6 2.0 0.891
O -4.642 3.419 3.148 2.0 -0.7 -0.4 -0.606
O -2.533 1.925 3.535 -2.3 2.0 -0.7 -0.114
C -1.139 1.878 3.515 2.8 -1.0 -0.7 0.813
C -0.677 0.416 3.516 -1.1 -1.0 0.5 -0.441
C -3.095 3.881 5.245 -0.4 0.0 -1.0 -0.841
H -0.627 2.320 4.370 -0.6 0.5 0.2 0.069
H -0.718 2.343 2.624 -0.3 0.3 -0.1 -0.200
H -1.054 -0.075 4.413 0.2 0.2 0.5 0.496
H 0.393 0.216 3.465 0.0 0.7 0.0 -0.271
H -1.119 -0.235 2.761 0.0 0.5 -0.6 -0.338
H -2.109 4.274 5.495 0.1 -0.6 -0.2 0.193
H -3.402 2.976 5.770 0.3 0.1 0.1 0.179
H -3.805 4.679 5.462 -0.2 -0.1 -0.3 0.466
O 2.202 -2.880 -2.924 0.2 -0.2 -0.6 -0.399
S 3.495 -3.434 -2.670 3.2 -1.1 2.0 1.068
O 4.109 -4.534 -3.458 -1.7 2.4 1.4 -0.669
O 4.651 -2.215 -2.583 -1.9 -3.5 1.8 -0.474
C 4.432 -1.001 -3.189 0.0 1.5 -0.8 1.648
C 5.431 -0.978 -4.270 0.3 0.7 -2.3 -1.415
C 3.625 -3.908 -0.816 0.3 -0.1 -1.3 -0.703
H 4.670 -0.153 -2.547 -0.3 -0.3 0.7 -0.247
H 3.409 -0.834 -3.526 -0.1 -0.4 0.0 -0.733
H 6.400 -0.611 -3.933 0.0 0.0 -0.1 0.287
H 5.010 -0.360 -5.064 0.6 0.5 -0.2 0.306
H 5.575 -1.945 -4.751 -0.1 -0.2 0.3 0.349
H 4.658 -4.164 -0.581 0.2 0.2 -0.5 0.505
H 3.078 -4.833 -0.638 -0.4 0.3 -0.3 0.440
H 3.335 -3.079 -0.169 -0.4 0.0 -0.5 -0.186
O -1.795 2.481 -4.827 -0.8 1.8 -1.9 -0.260
S -2.339 3.639 -5.580 -0.1 -0.2 1.4 1.390
O -1.663 4.932 -5.457 -0.8 -1.9 -0.2 -0.709
O -2.590 3.322 -7.154 -0.1 0.8 1.0 -0.380
C -1.546 2.641 -7.909 -0.3 -1.3 0.7 0.878
C -2.225 1.804 -8.971 0.0 -0.7 0.0 -1.152
C -4.112 3.875 -5.100 1.1 0.3 -0.5 -0.955
H -1.204 1.937 -7.151 0.8 -0.1 -0.4 -0.603
H -0.725 3.266 -8.260 -0.4 0.3 0.2 0.363
H -1.509 1.132 -9.442 0.4 0.3 -0.1 0.367
H -2.772 2.305 -9.770 0.0 0.3 0.3 0.344
H -2.869 1.091 -8.457 -0.4 0.2 0.0 0.108
H -4.359 4.732 -5.726 -0.5 -0.2 0.0 0.414
H -4.202 4.151 -4.049 0.5 0.0 0.0 0.294
H -4.735 2.993 -5.250 0.3 0.0 -0.4 0.183
O -2.372 -3.212 -5.017 0.8 3.6 0.1 -0.685
S -2.269 -1.722 -4.997 -1.6 -0.9 -0.9 1.144
O -1.725 -0.966 -6.156 -0.5 -1.7 2.3 -0.537
O -3.832 -1.200 -4.844 1.3 -1.3 -0.1 -0.317
C -4.334 -0.232 -5.743 -0.8 0.9 -0.6 0.331
C -5.867 -0.308 -5.776 1.2 -0.1 0.8 -1.463
C -1.693 -1.042 -3.370 -0.1 -0.4 -2.0 -0.011
H -3.993 -0.285 -6.777 0.5 -0.6 0.2 0.154
H -4.012 0.741 -5.371 -0.1 0.2 0.0 0.010
H -6.211 -1.326 -5.960 0.1 0.1 -0.3 0.379
H -6.169 0.386 -6.560 -0.5 0.0 0.2 0.399
H -6.187 -0.036 -4.770 -0.5 0.3 -0.2 0.310
H -2.313 -1.496 -2.597 0.2 0.0 -0.1 0.397
H -1.906 0.015 -3.529 0.0 0.1 0.4 -0.271
H -0.619 -1.220 -3.310 -0.2 -0.1 0.3 -0.058
O 2.048 3.809 3.774 -0.4 -0.1 1.2 -0.006
S 1.788 4.083 5.171 2.9 1.6 -0.1 0.840
O 0.474 4.079 5.710 -0.4 -0.6 0.2 -0.631
O 2.695 3.068 6.087 -2.9 0.5 -0.1 -0.321
C 4.085 3.118 6.032 1.8 -0.1 0.1 0.073
C 4.651 1.722 6.198 0.0 -0.6 -1.3 -0.928
C 2.515 5.778 5.590 -0.5 -1.7 -0.4 -1.061
H 4.505 3.681 6.865 -0.4 0.7 0.0 0.215
H 4.356 3.580 5.082 0.5 -0.2 0.0 0.265
H 4.273 1.162 7.054 -0.1 0.4 0.1 0.382
H 5.740 1.688 6.202 0.0 0.4 0.3 0.408
H 4.408 1.156 5.299 -0.2 -0.3 0.1 -0.240
H 2.534 5.865 6.676 -0.2 0.0 -0.1 0.462
H 1.810 6.462 5.117 0.2 0.0 0.1 0.310
H 3.517 5.875 5.172 -0.2 -0.1 -0.1 0.290
O 1.390 2.503 -7.090 1.2 -1.4 0.6 -0.593
S 2.150 1.477 -6.371 -1.7 0.4 1.2 1.123
O 3.389 0.951 -6.899 -1.1 0.7 0.8 -0.660
O 2.438 2.090 -4.848 -0.2 -1.0 -1.7 -0.399
C 1.299 2.648 -4.147 -0.3 0.9 1.0 0.504
C 1.871 3.319 -2.910 0.5 0.2 0.1 -1.138
C 0.994 0.069 -5.904 1.0 1.5 -0.2 0.010
H 0.528 1.932 -3.862 0.3 -0.5 -0.3 -0.100
H 0.801 3.432 -4.718 0.2 -0.2 -0.5 0.314
H 2.389 2.650 -2.222 0.2 -0.3 -0.3 -0.021
H 1.157 3.831 -2.265 -0.5 -0.1 -0.5 0.173
H 2.554 4.087 -3.272 0.3 0.0 0.2 0.572
H 1.531 -0.475 -5.127 0.1 -0.4 -0.4 -0.143
H 0.721 -0.471 -6.811 0.3 -0.1 0.2 0.591
H 0.093 0.480 -5.448 0.1 0.3 -0.3 -0.367
O 6.782 2.984 2.902 -0.3 -1.0 -1.5 -0.661
S 6.112 2.520 1.703 -1.1 -2.1 0.1 1.214
O 6.047 3.350 0.529 -0.1 -0.4 0.7 -0.560
O 6.727 1.027 1.201 0.1 2.1 1.7 -0.437
C 6.097 0.459 0.067 -0.3 -0.9 -1.2 0.176
C 6.007 -1.088 0.271 -0.3 0.7 0.7 -0.553
C 4.426 1.914 2.202 0.2 2.1 -0.3 1.159
H 6.689 0.695 -0.817 0.6 -0.3 0.0 0.492
H 5.191 0.994 -0.216 -0.6 -0.4 0.6 -0.105
H 6.899 -1.366 0.833 0.4 -0.2 -0.6 0.535
H 5.801 -1.674 -0.624 0.6 0.3 -0.2 0.006
H 5.237 -1.448 0.954 -0.5 0.7 0.2 -0.187
H 3.759 1.671 1.375 0.6 -0.8 -0.2 -0.166
H 3.964 2.858 2.493 0.1 0.2 0.5 -0.633
H 4.408 1.248 3.065 0.4 -0.2 -0.5 -0.344
O -4.977 -4.830 2.562 2.9 0.9 -2.6 -0.624
S -4.101 -4.418 1.420 -1.6 -1.3 0.0 1.010
O -4.187 -3.079 0.903 0.0 0.2 0.8 -0.400
O -2.540 -4.770 1.681 -3.1 -1.6 0.6 -0.362
C -1.573 -3.983 1.037 0.5 0.6 -0.5 -0.567
C -1.007 -3.203 2.144 1.6 0.4 0.5 0.920
C -4.404 -5.468 -0.037 -0.3 0.5 0.9 -1.022
H -2.034 -3.318 0.306 0.1 -0.2 -0.2 0.320
H -0.822 -4.624 0.575 -0.3 -0.2 -0.1 0.371
H -0.489 -3.859 2.843 -0.2 -0.3 0.2 0.303
H -1.823 -2.728 2.687 0.4 0.6 -0.2 -0.744
H -0.202 -2.601 1.721 -0.4 0.8 0.4 -0.242
H -4.150 -6.488 0.254 -0.1 0.1 -0.4 0.350
H -3.852 -5.046 -0.876 0.5 -0.3 0.3 0.285
H -5.447 -5.324 -0.318 -0.1 -0.3 0.4 0.445
O 3.741 7.181 0.288 -0.8 -1.8 2.3 -0.649
S 3.348 6.140 1.274 -0.4 0.3 -1.9 1.049
O 4.376 5.481 2.085 -2.3 1.4 -0.8 -0.477
O 2.112 6.716 2.233 2.0 0.1 -0.6 -0.271
C 1.011 7.481 1.576 1.7 -0.5 0.9 -0.766
C -0.182 6.646 1.808 -1.3 -0.7 -0.8 0.064
C 2.339 4.872 0.345 1.2 -0.1 1.4 -0.709
H 1.337 7.681 0.555 -0.5 -0.1 -0.1 0.451
H 0.936 8.440 2.087 0.2 0.0 0.1 0.322
H -0.311 6.190 2.790 0.3 0.8 0.4 0.105
H -0.191 5.744 1.196 0.0 0.2 -0.4 -0.457
H -1.047 7.256 1.550 -0.4 -0.3 0.1 0.490
H 1.671 5.323 -0.389 0.3 0.1 0.2 0.470
H 1.820 4.316 1.126 -0.3 0.2 0.0 -0.147
H 3.033 4.133 -0.057 0.2 0.4 -0.4 0.532
O -5.579 0.243 5.089 2.9 -1.7 2.0 -0.631
S -4.576 -0.538 5.884 -0.4 1.0 -1.0 1.270
O -3.611 0.092 6.804 -2.3 -1.2 -1.6 -0.622
O -5.460 -1.632 6.738 0.4 0.7 -0.3 -0.353
C -6.586 -2.168 6.026 -1.4 -1.4 -1.3 0.012
C -7.154 -3.460 6.672 1.4 -0.1 1.0 -1.229
C -3.594 -1.650 4.745 -1.3 0.2 0.5 -0.463
H -6.312 -2.399 4.997 0.5 -0.3 0.0 0.222
H -7.419 -1.502 5.803 0.3 0.8 1.0 0.269
H -6.570 -4.355 6.455 0.2 0.1 -0.7 0.281
H -8.196 -3.724 6.491 0.0 0.6 -0.3 0.362
H -6.998 -3.439 7.751 -0.4 0.5 0.2 0.322
H -4.253 -2.471 4.462 -0.2 0.1 -0.1 0.324
H -2.753 -2.114 5.262 0.1 0.6 0.1 0.400
H -3.360 -1.090 3.840 0.2 0.2 0.3 -0.172
```
Positions in Å, forces in eV/Å.